No. 1
Here is a 3-piece molecular cluster, C26H51BNO15P3 overall from the OMol25 dataset. Energies are from ωB97M-V with the def2-TZVPD basis set.

Structure (XYZ):
```
97
Properties=species:S:1:pos:R:3:mulliken_charge:R:1
C 5.82 -7.37 3.48 -1.11
C 5.05 -5.95 3.70 -0.61
C 5.11 -5.12 2.32 -1.06
C 3.83 -5.36 1.35 0.55
P 4.56 -4.97 -0.35 0.85
O 5.13 -6.29 -0.92 -0.73
O 5.86 -3.84 -0.22 -0.54
O 3.46 -4.29 -1.46 -0.56
O 3.55 -6.78 1.32 -0.42
C 2.40 -7.14 2.12 0.61
O 1.89 -8.26 2.31 -0.58
O 1.97 -5.86 2.64 -0.53
C 2.41 -4.77 1.78 1.85
C 1.21 -4.67 0.70 -1.02
C -0.20 -5.24 1.28 0.61
C -0.90 -4.50 2.48 -0.30
C -2.22 -5.05 3.08 -0.74
C -2.85 -6.35 2.50 -0.48
C -2.14 -7.05 1.31 -0.60
C -0.80 -6.53 0.67 0.56
C -0.18 -7.39 -0.53 -1.29
B 2.49 -3.26 2.37 0.43
N 3.24 -2.26 1.50 -0.57
O 1.92 -2.81 3.62 -0.69
H 5.62 -8.09 4.36 0.34
H 6.96 -7.20 3.41 0.32
H 5.51 -7.90 2.52 0.25
H 5.66 -5.41 4.53 0.34
H 4.01 -6.11 4.13 0.29
H 5.33 -4.02 2.54 0.36
H 6.03 -5.52 1.74 0.54
H 6.42 -4.08 -1.00 0.32
H 3.62 -3.32 -1.47 0.33
H 1.40 -5.22 -0.29 0.06
H 1.01 -3.56 0.43 0.36
H -0.46 -3.55 2.97 0.24
H -2.74 -4.55 3.97 0.32
H -3.80 -6.85 2.89 0.30
H -2.58 -8.02 0.89 0.29
H 0.34 -8.31 -0.08 0.24
H 0.49 -6.81 -1.25 0.34
H -1.06 -7.80 -1.15 0.44
H 4.25 -2.38 1.65 0.19
H 2.93 -1.30 1.70 0.18
H 2.69 -2.41 4.11 0.26
O 0.59 1.86 3.17 -0.72
P -0.65 1.92 2.27 1.04
O -1.55 2.93 3.24 -0.35
C -1.00 4.15 3.73 -0.22
C -1.43 5.32 2.87 -1.07
O -1.31 0.48 2.76 -0.47
C -0.46 -0.58 3.17 0.21
C -0.39 -0.63 4.69 -1.22
O -1.96 1.97 1.16 -0.26
C -2.03 3.02 0.21 -0.06
C -0.71 3.30 -0.48 -1.08
H 0.09 4.11 3.79 0.27
H -1.39 4.29 4.74 0.33
H -0.96 5.27 1.88 0.21
H -1.15 6.27 3.33 0.42
H -2.51 5.31 2.71 0.26
H 0.53 -0.49 2.72 0.05
H -0.90 -1.51 2.80 0.31
H -0.12 0.34 5.11 0.38
H 0.35 -1.36 5.02 0.30
H -1.36 -0.90 5.11 0.29
H -2.43 3.91 0.69 0.14
H -2.77 2.71 -0.54 0.34
H 0.05 3.63 0.24 0.36
H -0.84 4.08 -1.24 0.26
H -0.33 2.39 -0.96 0.35
O -2.03 6.36 -3.83 -0.69
P -2.43 6.96 -5.19 1.01
O -3.97 6.35 -5.24 -0.34
C -4.85 6.51 -4.13 -0.19
C -5.79 7.69 -4.36 -1.12
O -1.69 5.82 -6.13 -0.36
C -0.52 5.16 -5.66 -0.34
C -0.87 3.80 -5.08 -1.00
O -2.79 7.73 -6.68 -0.35
C -3.42 9.00 -6.68 -0.05
C -2.82 9.97 -5.68 -1.21
H -4.32 6.64 -3.19 0.27
H -5.44 5.59 -4.05 0.34
H -5.24 8.63 -4.31 0.22
H -6.57 7.71 -3.59 0.42
H -6.26 7.62 -5.34 0.26
H 0.02 5.78 -4.94 0.31
H 0.15 5.03 -6.52 0.37
H -1.67 3.87 -4.34 0.23
H 0.00 3.34 -4.62 0.35
H -1.24 3.14 -5.87 0.31
H -4.49 8.87 -6.51 0.15
H -3.31 9.41 -7.68 0.34
H -2.94 9.61 -4.65 0.36
H -3.31 10.95 -5.76 0.37
H -1.75 10.10 -5.86 0.35
```

As for the charge: 0. As for the SMILES: CCC[C@@]1(P(=O)(O)O)OC(=O)O[C@@]1(Cc1ccccc1C)B(N)O.CCOP(=O)(OCC)OCC.CCOP(=O)(OCC)OCC. The calculation puts the gap between HOMO and LUMO at 6.8 eV.

---

No. 2
Here is C3CdO4 as an isolated structure from the OMol25 dataset. Energies are from ωB97M-V with the def2-TZVPD basis set.

Structure (XYZ):
```
8
Properties=species:S:1:pos:R:3:mulliken_charge:R:1
C -3.14 -0.37 0.45 -0.58
C -2.03 0.31 0.41 0.63
O -2.60 -1.35 -0.43 -0.40
O -1.60 1.43 -0.24 -0.56
O 1.97 -0.04 -0.05 -0.22
C 3.13 -0.13 0.02 0.65
O 4.27 -0.24 0.10 -0.24
Cd 0.00 0.38 -0.27 0.71
```

The value obtained for the energy above the lowest of the compared OMol25 structures with the same formula, charge and spin is 66.3 kJ/mol. As for the charge: 0. The calculation puts the gap between HOMO and LUMO (spin up / spin down) at 5.7 / 5.0 eV.

---

No. 3
Here is a 6-piece molecular cluster, C2H14O6 overall from the OMol25 dataset. Energies are from ωB97M-V with the def2-TZVPD basis set.

Structure (XYZ):
```
22
Properties=species:S:1:pos:R:3:mulliken_charge:R:1
C 1.79 -2.27 2.57 -0.60
C 0.53 -2.55 2.25 -0.02
O 0.17 -3.09 1.04 -0.47
H 2.14 -1.91 3.54 0.24
H 2.57 -2.23 1.82 0.23
H -0.29 -2.24 2.88 0.35
H 0.62 -3.81 0.59 0.29
H -1.10 5.33 1.77 0.32
H -0.31 5.15 0.37 0.32
O -0.48 4.79 1.24 -0.63
H 1.69 -1.37 -0.77 0.32
H 3.15 -1.04 -0.34 0.32
O 2.58 -1.73 -0.69 -0.63
H -1.61 0.46 -1.02 0.38
H -0.57 1.65 -1.28 0.33
O -1.49 1.42 -1.07 -0.69
H -0.94 -1.62 -0.17 0.33
H -1.47 -2.12 -1.46 0.31
O -1.15 -1.30 -1.06 -0.71
H -1.48 3.88 -2.45 0.30
H -1.89 2.47 -2.74 0.37
O -1.40 3.21 -3.12 -0.66
```

The value obtained for the energy above the lowest of the compared OMol25 structures with the same formula, charge and spin is 111.6 kJ/mol. As for the charge: 0. As for the SMILES: C=CO.O.O.O.O.O. The calculation puts the gap between HOMO and LUMO at 10.0 eV.

---

No. 4
Here is C41H45BrF5IPtSb3 as an isolated structure from the OMol25 dataset. Energies are from ωB97M-V with the def2-TZVPD basis set.

Structure (XYZ):
```
97
Properties=species:S:1:pos:R:3:mulliken_charge:R:1
Pt 0.23 -0.60 0.24 0.69
C -3.83 -3.16 0.46 -1.25
Sb -1.89 -2.49 -0.20 0.32
C -2.12 -3.04 -2.26 -1.30
C -0.86 -4.39 0.26 -1.52
C -0.79 -4.81 1.69 0.92
C -1.89 -5.46 2.25 -0.58
C -1.89 -5.91 3.56 -0.77
C -0.76 -5.71 4.35 -0.72
C 0.34 -5.07 3.81 -0.57
C 0.35 -4.62 2.49 0.67
C 1.59 -3.98 1.97 -1.67
Sb 1.51 -1.81 2.05 0.60
C 1.06 -1.53 4.12 -1.26
C 3.63 -1.55 2.15 -1.32
H -3.82 -3.32 1.54 0.35
H -4.05 -4.09 -0.06 0.40
H -4.58 -2.41 0.21 0.36
H -2.21 -4.13 -2.33 0.48
H -1.26 -2.70 -2.83 0.38
H -3.02 -2.57 -2.66 0.34
H 0.11 -4.29 -0.21 0.37
H -1.46 -5.10 -0.31 0.68
H -2.76 -5.64 1.63 0.41
H -2.75 -6.44 3.95 0.41
H -0.74 -6.08 5.36 0.41
H 1.23 -4.94 4.41 0.40
H 1.82 -4.23 0.94 0.63
H 2.45 -4.23 2.59 0.65
H 1.88 -1.91 4.71 0.41
H 0.14 -2.06 4.36 0.45
H 0.92 -0.47 4.32 0.26
H 4.04 -2.25 2.87 0.66
H 3.87 -0.53 2.47 0.26
H 4.07 -1.74 1.17 0.45
Br -4.66 4.08 -0.27 -0.15
C -5.16 2.83 -1.59 0.33
C -5.62 3.30 -2.81 -0.36
C -5.96 2.42 -3.82 -0.57
C -5.86 1.05 -3.60 -0.59
C -5.43 0.57 -2.38 -0.22
C -5.08 1.45 -1.36 -0.26
I -4.44 0.68 0.48 0.18
H -5.70 4.37 -2.96 0.40
H -6.31 2.80 -4.77 0.38
H -6.13 0.36 -4.39 0.40
H -5.36 -0.49 -2.21 0.38
C 4.30 4.84 1.31 -0.99
C 5.22 3.66 1.45 0.51
C 6.51 3.83 1.94 -0.83
C 7.40 2.77 2.06 -0.78
C 7.01 1.50 1.67 -0.80
C 5.73 1.30 1.18 -0.47
C 4.84 2.36 1.08 0.64
Sb 2.82 2.00 0.38 0.50
C 2.89 3.09 -1.50 1.11
C 2.06 4.17 -1.78 -0.33
C 2.13 4.78 -3.02 -1.01
C 3.03 4.31 -3.97 -0.74
C 3.85 3.23 -3.67 -0.83
C 3.78 2.58 -2.45 0.65
C 4.63 1.36 -2.20 -1.65
C 1.87 2.57 2.26 0.53
C 2.57 2.01 3.33 -0.93
C 2.10 2.14 4.62 -0.95
C 0.90 2.80 4.85 -0.65
C 0.22 3.37 3.78 -0.61
C 0.68 3.26 2.47 1.32
C -0.10 3.94 1.38 -0.93
H 4.80 5.75 1.63 0.52
H 3.40 4.72 1.92 0.15
H 4.00 4.98 0.27 0.13
H 6.83 4.82 2.23 0.44
H 8.39 2.94 2.45 0.42
H 7.69 0.66 1.75 0.46
H 5.43 0.31 0.86 0.56
H 1.35 4.54 -1.06 0.25
H 1.48 5.61 -3.25 0.48
H 3.09 4.78 -4.94 0.43
H 4.54 2.85 -4.42 0.44
H 5.04 0.99 -3.14 0.53
H 4.05 0.56 -1.74 0.19
H 5.47 1.60 -1.55 0.29
H 3.52 1.52 3.17 0.29
H 2.66 1.72 5.45 0.48
H 0.51 2.90 5.85 0.41
H -0.70 3.91 3.96 0.48
H -0.55 4.86 1.76 0.60
H -0.91 3.30 1.03 0.40
H 0.53 4.19 0.54 -0.50
F 0.11 2.06 -0.75 0.20
C -0.08 0.77 -1.27 -0.70
F 1.02 0.60 -2.11 -0.23
C -1.29 0.94 -2.21 1.11
F -0.94 1.30 -3.45 -0.28
F -2.12 1.87 -1.73 -0.12
F -2.00 -0.20 -2.33 -0.09
```

The expectation value of S² is 2.0119. The spin multiplicity is 3. The value obtained for the energy above the lowest of the compared OMol25 structures with the same formula, charge and spin is 119.6 kJ/mol. As for the charge: +1. The calculation puts the gap between HOMO and LUMO (spin up / spin down) at 7.4 / 4.4 eV.

---

Number 1: maximum force 0.179 hartree/bohr. Number 2: maximum force 0.118 hartree/bohr. Number 3: maximum force 0.043 hartree/bohr. Number 4: maximum force 0.025 hartree/bohr.